Record 1
Molecular formula: C6H8NS
Method: DFT, wB97M-V/def2-TZVPD

Structure (XYZ):
```
16
Properties=species:S:1:pos:R:3:forces:R:3
C -0.552798 0.354317 1.016832 3.8962 1.5634 0.3502
C 0.670150 0.566870 0.866277 -5.0146 1.2218 2.5563
C 0.812361 -0.996656 -0.760926 -0.2803 2.1855 2.9467
C -1.794217 -0.115587 0.579187 0.6703 0.5373 -2.2470
C -2.806791 0.825214 -0.037400 0.7373 0.6231 2.2721
C 2.914007 0.047037 -0.131114 1.7009 0.0057 0.6096
N 1.499884 -0.063707 0.108026 -0.3714 -4.8188 -5.5603
S -0.830586 -1.274615 -0.855161 0.5924 0.3082 0.2106
H 1.342118 -1.774723 -1.227360 1.2470 -0.3950 -1.1241
H -2.097653 -0.969525 1.090312 -1.4235 -0.9594 1.1561
H -3.263789 1.138082 1.009856 -0.1263 -0.2083 -2.5093
H -3.418559 0.248077 -0.730417 -0.5543 0.4862 0.3493
H -2.311637 1.725009 -0.511820 -0.6415 -1.1698 0.5368
H 3.388565 -0.978222 -0.034709 -0.4439 1.3696 -0.2325
H 3.233726 0.685977 0.680092 0.6445 -0.0817 0.2215
H 3.215222 0.582451 -1.061675 -0.6328 -0.6678 0.4638
```
Positions in Å, forces in eV/Å.

Lowest unoccupied orbital energy (spin up / spin down) (eV): -5.64 / -5.64
Gap between HOMO and LUMO (spin up / spin down) (hartree): 0.28976 / 0.28970
HOMO energy (spin up / spin down) (eV): -13.52 / -13.52
Charge: +1
ΔE to the lowest compared entry with this formula, charge and spin (kcal/mol): 93.73

---

Record 2
Molecular formula: C6H8Na2O6
Method: DFT, wB97M-V/def2-TZVPD

Structure (XYZ):
```
22
Properties=species:S:1:pos:R:3:forces:R:3
O -0.112916 -1.368799 1.493982 -0.5013 -0.6236 -0.7563
C 1.094117 -0.899665 1.035819 0.6144 2.3340 2.7941
C -0.007641 -2.747117 1.882208 -0.3456 -0.0674 -0.1419
O 1.338366 0.301043 1.185991 -0.0264 -1.4999 -0.8459
O 2.045291 -1.827982 1.240744 -0.1843 -0.2043 -0.8277
C 1.489747 -3.021349 1.804073 0.3060 -0.1149 -0.1132
H -0.553717 -3.427429 1.217582 -0.0444 0.4870 -0.1266
H -0.454457 -2.824218 2.877750 0.3170 -0.0356 -0.0625
H 1.722567 -3.853973 1.131583 -0.0181 0.1185 0.2918
H 1.943002 -3.169547 2.790907 -0.0063 -0.0111 -0.2836
Na -2.037644 -0.181642 0.467199 0.3584 0.1661 -0.3440
O -0.904623 -1.081414 -1.389323 -0.4000 0.0780 -0.0055
O 0.139963 0.845366 -1.863526 0.0850 0.2195 -0.2807
C -1.101845 1.421340 -2.313172 -0.3126 -0.1086 -0.1178
C -1.589521 2.419437 -1.254055 -0.1687 -0.0422 -0.0790
O -1.488433 1.896751 0.022975 -1.4985 -0.0911 0.0293
C 0.154165 -0.459424 -1.346121 0.1278 -0.8069 0.6530
H -0.914895 1.905104 -3.282027 -0.0331 -0.1055 0.2107
H -1.854485 0.631518 -2.443232 0.3155 0.1292 -0.0326
H -2.627722 2.703012 -1.530162 0.2331 0.0467 0.0315
H -0.989895 3.352111 -1.372479 -0.0563 -0.0015 0.0311
Na 0.500812 2.003499 0.175845 1.2382 0.1336 -0.0243
```
Positions in Å, forces in eV/Å.

Lowest unoccupied orbital energy (spin up / spin down) (eV): -0.26 / -0.26
Gap between HOMO and LUMO (spin up / spin down) (hartree): 0.23829 / 0.23827
HOMO energy (spin up / spin down) (eV): -6.74 / -6.74
Charge: 0
ΔE to the lowest compared entry with this formula, charge and spin (kcal/mol): 0.00

---

Record 3
Molecular formula: C6H8O2
Method: DFT, wB97M-V/def2-TZVPD

Structure (XYZ):
```
16
Properties=species:S:1:pos:R:3:forces:R:3
C 1.594014 -1.480357 -0.255432 2.0606 -1.5196 1.0896
C 0.508340 -0.392452 -0.342521 -1.9409 -2.2837 -1.3138
C -0.985965 -0.728617 -0.120193 0.3039 -7.5516 3.5283
O -1.275466 -2.029452 0.327100 0.8205 8.0543 -3.1145
C -1.777645 0.565575 0.047518 -1.6470 -4.0290 -2.3219
C -0.837710 1.431161 0.388411 -1.8294 3.5815 1.0061
C 0.549096 0.932541 0.408848 0.8507 -2.5416 3.0472
O 1.248027 1.694797 -0.401387 7.5385 6.7967 -1.0325
H 2.553043 -1.028415 -0.866665 -2.1791 -1.3939 1.9133
H 1.515370 -2.725697 -0.498271 -0.6355 3.9978 0.0905
H 1.731090 -1.513286 0.856495 0.9946 -0.2542 -0.8174
H 0.735970 -0.076307 -1.344824 -1.1881 0.6063 -0.7309
H -2.892875 0.332159 -0.379058 2.6149 1.8133 1.7785
H -0.960566 2.571494 0.590476 0.0183 -2.1985 -0.3803
H 1.059575 0.890207 1.436412 -1.1938 -0.3369 -1.0098
H 2.177122 2.259985 0.039941 -4.5882 -2.7410 -1.7324
```
Positions in Å, forces in eV/Å.

SMILES: C[C@H]1C(=O)C=C[C@@H]1O
Lowest unoccupied orbital energy (eV): -0.01
Gap between HOMO and LUMO (hartree): 0.34097
HOMO energy (eV): -9.29
Charge: 0
ΔE to the lowest compared entry with this formula, charge and spin (kcal/mol): 129.60

---

Record 4
Molecular formula: C6H8O2
Method: DFT, wB97M-V/def2-TZVPD

Structure (XYZ):
```
16
Properties=species:S:1:pos:R:3:forces:R:3
C -2.460682 1.064914 -1.075326 -0.9336 1.4147 -1.6355
C -1.208451 0.270184 -0.759666 0.8225 4.0162 3.9920
C -0.241666 -0.548225 -1.102113 0.4581 -4.0596 -5.3909
C 1.099851 -0.496963 0.685653 -1.3318 0.4535 -2.6416
C 2.194242 -1.101022 1.341089 5.4005 -2.6291 -0.1617
C 0.112028 0.210476 1.159338 -0.4591 2.3672 0.8313
H -3.485904 0.668580 -0.794924 1.5229 0.1152 0.0831
H -2.496221 1.100362 -2.262602 -0.0903 0.7057 2.4611
H -2.333565 2.247457 -0.400259 -0.3197 -3.8966 -2.7197
H -0.661023 -1.531305 -2.020341 1.9547 3.3271 2.9184
H 2.493600 -2.218027 0.991122 -1.2626 2.3649 0.7013
H 2.524735 -1.060200 2.439277 -1.4132 0.4519 -1.5757
H 2.980162 -0.514185 0.745258 -0.0648 -0.8378 1.1486
H 0.202685 0.343846 2.204072 -0.8504 0.3303 1.1031
O 1.250763 -0.514283 -0.763503 -5.0186 -0.5101 1.3520
O -0.775313 1.085193 0.464071 1.5856 -3.6133 -0.4657
```
Positions in Å, forces in eV/Å.

Lowest unoccupied orbital energy (eV): 0.88
Gap between HOMO and LUMO (hartree): 0.34794
HOMO energy (eV): -8.59
Charge: 0
ΔE to the lowest compared entry with this formula, charge and spin (kcal/mol): 159.21

---

Record 5
Molecular formula: C6H8O2
Method: DFT, wB97M-V/def2-TZVPD

Structure (XYZ):
```
16
Properties=species:S:1:pos:R:3:forces:R:3
C -0.972481 1.568254 0.514681 1.0485 -1.0513 -0.2048
C -0.469386 0.647976 -0.328746 -1.6729 -1.7655 1.4465
O -0.109192 0.900038 -1.614531 0.2589 -1.2849 0.9447
C -0.520902 -0.848626 -0.021735 -0.0674 1.7506 0.6152
C 0.755966 -1.513216 -0.478987 -1.3280 -2.5941 -0.5177
C 1.913843 -0.929360 -0.260395 3.2402 -1.9637 -1.8814
C 2.163634 0.206765 0.579146 0.6317 0.7404 2.4099
O 2.916653 1.107956 0.327592 0.1007 0.5203 -0.5453
H -0.713688 2.496868 0.126185 -0.3647 2.3401 -0.1428
H -1.335399 1.505434 1.553757 0.4306 -0.4400 -0.8916
H -0.211520 1.822905 -1.644185 0.0205 2.2183 -0.9800
H -1.403968 -1.155837 -0.557588 -0.1733 -0.7705 -0.2386
H -0.776518 -0.858581 1.073461 0.5390 -0.6439 -0.8944
H 0.600541 -2.557448 -1.004899 0.7580 2.3859 0.9013
H 3.002891 -1.292356 -0.645883 -2.9472 0.3950 0.6327
H 1.863244 0.085174 1.663643 -0.4745 0.1635 -0.6535
```
Positions in Å, forces in eV/Å.

SMILES: C=C(O)C/C=C\C=O
Lowest unoccupied orbital energy (eV): 0.36
Gap between HOMO and LUMO (hartree): 0.35091
HOMO energy (eV): -9.19
Charge: 0
ΔE to the lowest compared entry with this formula, charge and spin (kcal/mol): 70.15

---

Record 6
Molecular formula: C6H8O2
Method: DFT, wB97M-V/def2-TZVPD

Structure (XYZ):
```
16
Properties=species:S:1:pos:R:3:forces:R:3
C -1.943909 -1.427430 0.384621 0.0871 0.2742 -0.1767
C -1.123764 -1.088113 -0.611050 -0.3535 -0.3817 -0.0224
C -0.283122 0.099611 -0.665941 1.2925 -0.7358 -0.8961
C 0.786318 0.165850 -1.546786 -2.4773 0.8296 -0.7127
C -0.288917 0.981648 0.481286 2.3303 0.4599 1.4851
O -1.155802 1.621107 0.994804 -0.4376 0.0477 -0.1417
C 1.245924 0.975069 1.255933 -2.5687 0.6207 -0.3806
O 2.273422 0.454480 0.571697 -0.0178 -2.2713 -2.9076
H -2.068799 -0.814930 1.267115 0.0530 0.0390 0.0275
H -2.543983 -2.322021 0.322798 -0.0019 -0.0894 -0.0242
H -1.055920 -1.724044 -1.487593 0.0292 -0.0822 0.0444
H 0.745518 -0.461236 -2.427291 0.2069 -0.5759 0.1983
H 1.178467 1.143642 -1.800761 0.5893 0.0237 0.5684
H 1.375837 2.054121 1.414462 -0.0142 -0.1403 0.1892
H 1.006147 0.461532 2.200726 0.1031 0.0916 -0.0917
H 1.852583 -0.119286 -0.354020 1.1794 1.8903 2.8407
```
Positions in Å, forces in eV/Å.

SMILES: C=CC(=C)C(=O)CO
Lowest unoccupied orbital energy (eV): -0.66
Gap between HOMO and LUMO (hartree): 0.31592
HOMO energy (eV): -9.26
Charge: 0
ΔE to the lowest compared entry with this formula, charge and spin (kcal/mol): 76.76

---

Record 7
Molecular formula: C6H8O2
Method: DFT, wB97M-V/def2-TZVPD

Structure (XYZ):
```
16
Properties=species:S:1:pos:R:3:forces:R:3
C 2.061423 1.235575 0.040057 2.1342 0.6966 -2.0475
C 1.216416 0.215371 -0.067088 1.0880 -0.8359 1.3835
C 0.863666 -0.881802 -0.986258 -3.0668 2.3640 0.4535
C 0.281199 -0.858613 0.413088 -0.0686 0.8735 1.7070
C -1.221080 -0.665018 0.722461 -0.7415 -1.7464 -0.4682
C -2.045397 0.419545 -0.063369 -2.3066 -1.5828 -1.0483
O -3.116064 0.049599 -0.602171 3.7530 2.3305 1.6907
O -1.525838 1.717407 -0.080205 -2.4977 -2.2349 -0.7106
H 2.670421 1.372159 -0.991933 -1.2816 0.0207 2.5795
H 2.432472 1.939084 0.878397 -1.3720 -1.4713 -1.2394
H 0.071941 -0.481116 -1.636442 0.5560 -0.7881 -0.6358
H 1.407849 -1.729862 -1.225612 1.3339 -1.0379 -0.7902
H 0.618586 -1.659599 1.110335 0.3663 0.9267 -0.5597
H -1.449432 -0.561568 1.875877 0.5406 -0.2465 -2.3458
H -1.583331 -1.722008 0.294674 -0.1120 2.4504 1.3833
H -0.682831 1.610839 0.318186 1.6750 0.2815 0.6480
```
Positions in Å, forces in eV/Å.

SMILES: C=C1C[C@@H]1CC(=O)O
Lowest unoccupied orbital energy (eV): 0.63
Gap between HOMO and LUMO (hartree): 0.39851
HOMO energy (eV): -10.22
Charge: 0
ΔE to the lowest compared entry with this formula, charge and spin (kcal/mol): 74.70

---

Record 8
Molecular formula: C6H8O2
Method: DFT, wB97M-V/def2-TZVPD

Structure (XYZ):
```
16
Properties=species:S:1:pos:R:3:forces:R:3
C 1.516589 -0.820111 -0.581326 0.6778 0.6113 0.2983
C 0.355028 -1.173991 0.456249 -0.1046 -0.4269 1.1697
C -0.419932 0.107767 1.067742 0.5816 0.5105 -0.5577
C 0.127848 0.795188 -0.774903 0.6801 0.6292 0.2812
C -1.257945 1.444768 -0.714339 -0.2922 1.6972 -0.3539
C -1.638407 0.871039 0.440852 -1.5802 -0.4479 0.0630
H 1.634715 -1.682340 -1.227634 -0.0205 0.0991 -0.5183
H 2.478106 -0.625512 -0.091688 -0.4598 -0.1596 0.1233
H -0.352100 -1.877060 0.014810 0.2077 -0.3587 0.1526
H 0.858301 -1.618725 1.356206 -0.4353 -0.0073 -0.8982
H -0.507064 0.036549 2.137372 0.0087 0.0887 0.4891
H -0.343759 -0.148409 -0.890450 -0.4211 -0.5401 0.0254
H -1.713685 2.229498 -1.375771 0.2896 -1.1804 0.8874
H -2.599857 0.973961 0.980765 0.7497 0.0280 -0.5651
O 0.554917 1.039175 0.619126 0.0943 -0.0660 -0.4975
O 1.307244 0.448204 -1.417012 0.0242 -0.4771 -0.0992
```
Positions in Å, forces in eV/Å.

Lowest unoccupied orbital energy (eV): 0.95
Gap between HOMO and LUMO (hartree): 0.36850
HOMO energy (eV): -9.07
Charge: 0
ΔE to the lowest compared entry with this formula, charge and spin (kcal/mol): 147.78

---

Record 9
Molecular formula: C6H8O2
Method: DFT, wB97M-V/def2-TZVPD

Structure (XYZ):
```
16
Properties=species:S:1:pos:R:3:forces:R:3
O -1.660954 1.285350 0.476790 -3.8257 -4.7712 -1.5080
C -2.284056 0.262195 -0.018020 4.3056 4.4130 1.3342
O -1.769846 -0.900403 -0.313851 0.5343 -1.4150 0.9230
C -0.276329 -1.078520 -0.221070 -2.8552 -0.3192 -1.5223
C 0.446030 -0.851690 1.090878 2.8784 -1.1517 1.2615
C 1.458880 -0.020496 0.127061 1.5205 -0.3715 -0.3437
C 0.833234 1.314380 -0.213933 2.8630 3.2454 3.3320
C 0.346340 0.057775 -0.916302 2.3307 1.0610 -1.7028
H -3.202145 0.268481 -0.519578 -2.1341 0.6663 -0.0513
H -0.149884 -2.074786 -0.887030 0.0998 2.2345 2.1616
H 0.899031 -1.773824 1.684319 -1.0349 1.7442 -1.5809
H 0.023325 -0.167464 1.871979 0.0105 -0.6381 -1.1624
H 2.402993 -0.328825 -0.475340 -1.1934 0.2745 2.3811
H 1.690491 2.187482 -0.550737 -2.5944 -3.0770 -0.4485
H 0.434640 1.941224 0.750606 0.0968 -2.2473 -2.7763
H 0.808255 -0.120882 -1.885768 -1.0017 0.3521 -0.2973
```
Positions in Å, forces in eV/Å.

SMILES: O=CO[C@@H]1C[C@@H]2C[C@@H]21
Lowest unoccupied orbital energy (eV): 0.79
Gap between HOMO and LUMO (hartree): 0.38182
HOMO energy (eV): -9.60
Charge: 0
ΔE to the lowest compared entry with this formula, charge and spin (kcal/mol): 124.44

---

Record 10
Molecular formula: C6H8O3
Method: DFT, wB97M-V/def2-TZVPD

Structure (XYZ):
```
17
Properties=species:S:1:pos:R:3:forces:R:3
C 2.122998 0.407503 0.408472 -2.4575 -0.9517 0.3220
C 0.851330 -0.565069 0.299935 0.7498 1.8721 -2.4239
C -0.415888 0.218002 0.398370 0.9158 -1.0925 -0.0615
C -0.703277 0.818131 1.497885 -0.2408 0.7272 0.2163
O -0.889193 1.366237 2.482408 -0.3780 0.6370 1.5385
H 1.928561 1.123048 1.230490 0.3192 -0.3124 -0.4647
H 2.855642 -0.297462 0.698593 1.6051 -0.0731 0.0536
H 2.299658 0.934546 -0.532812 0.1623 -0.1956 0.2759
H 0.855226 -1.354662 0.978555 0.3652 -1.0777 1.4351
H 0.805198 -1.061515 -0.699834 0.3455 0.3799 0.6548
H -0.869020 0.514766 -0.475003 -1.3500 0.6509 -1.6514
O -0.971496 -2.252046 1.671234 0.3166 -0.4288 0.2438
C -1.892729 -1.557329 1.495867 -1.6431 -0.1995 0.0440
C -3.168348 -1.151752 1.479496 -0.0218 0.3374 -0.3646
O -3.560921 0.131162 1.030012 -1.1386 -0.2084 0.0944
H -3.916861 -1.912634 1.762269 0.5555 0.6205 -0.1335
H -4.554667 0.248254 1.004680 1.8950 -0.6856 0.2212
```
Positions in Å, forces in eV/Å.

SMILES: CCC=C=O.O=C=CO
Lowest unoccupied orbital energy (eV): 0.39
Gap between HOMO and LUMO (hartree): 0.30936
HOMO energy (eV): -8.03
Charge: 0
ΔE to the lowest compared entry with this formula, charge and spin (kcal/mol): 83.93